{
  "formula": "C80H220N20O20",
  "method": "ωB97M-V/def2-TZVPD",
  "elements": ["C", "C", "C", "O", "C", "N", "H", "H", "H", "H", "H", "H", "H", "H", "H", "H", "H", "C", "C", "C", "O", "C", "N", "H", "H", "H", "H", "H", "H", "H", "H", "H", "H", "H", "C", "C", "C", "O", "C", "N", "H", "H", "H", "H", "H", "H", "H", "H", "H", "H", "H", "C", "C", "C", "O", "C", "N", "H", "H", "H", "H", "H", "H", "H", "H", "H", "H", "H", "C", "C", "C", "O", "C", "N", "H", "H", "H", "H", "H", "H", "H", "H", "H", "H", "H", "C", "C", "C", "O", "C", "N", "H", "H", "H", "H", "H", "H", "H", "H", "H", "H", "H", "C", "C", "C", "O", "C", "N", "H", "H", "H", "H", "H", "H", "H", "H", "H", "H", "H", "C", "C", "C", "O", "C", "N", "H", "H", "H", "H", "H", "H", "H", "H", "H", "H", "H", "C", "C", "C", "O", "C", "N", "H", "H", "H", "H", "H", "H", "H", "H", "H", "H", "H", "C", "C", "C", "O", "C", "N", "H", "H", "H", "H", "H", "H", "H", "H", "H", "H", "H", "C", "C", "C", "O", "C", "N", "H", "H", "H", "H", "H", "H", "H", "H", "H", "H", "H", "C", "C", "C", "O", "C", "N", "H", "H", "H", "H", "H", "H", "H", "H", "H", "H", "H", "C", "C", "C", "O", "C", "N", "H", "H", "H", "H", "H", "H", "H", "H", "H", "H", "H", "C", "C", "C", "O", "C", "N", "H", "H", "H", "H", "H", "H", "H", "H", "H", "H", "H", "C", "C", "C", "O", "C", "N", "H", "H", "H", "H", "H", "H", "H", "H", "H", "H", "H", "C", "C", "C", "O", "C", "N", "H", "H", "H", "H", "H", "H", "H", "H", "H", "H", "H", "C", "C", "C", "O", "C", "N", "H", "H", "H", "H", "H", "H", "H", "H", "H", "H", "H", "C", "C", "C", "O", "C", "N", "H", "H", "H", "H", "H", "H", "H", "H", "H", "H", "H", "C", "C", "C", "O", "C", "N", "H", "H", "H", "H", "H", "H", "H", "H", "H", "H", "H", "C", "C", "C", "O", "C", "N", "H", "H", "H", "H", "H", "H", "H", "H", "H", "H", "H"],
  "xyz": [[-1.9643, 3.4077, 9.7723], [-0.6454, 3.8312, 9.3003], [-0.5749, 3.8652, 7.7316], [-0.9433, 2.5895, 7.2008], [-0.0368, 1.5642, 7.4678], [-0.2880, 5.1801, 9.7750], [-2.0653, 3.7719, 10.7947], [-2.1281, 2.3301, 9.7671], [-2.7589, 3.9150, 9.2251], [0.0223, 3.0427, 9.6475], [0.4399, 4.1820, 7.4907], [-1.2219, 4.6527, 7.3453], [0.9988, 1.7592, 7.1893], [-0.2961, 0.6658, 6.9076], [-0.1407, 1.2483, 8.5058], [-0.9545, 5.7938, 9.3286], [0.5416, 5.4564, 9.2696], [5.6363, 4.8734, -0.5301], [6.9047, 4.0127, -0.4597], [6.7713, 2.6186, 0.0979], [6.3795, 2.5793, 1.4503], [6.1088, 1.2825, 1.9224], [7.5426, 3.9567, -1.7303], [5.8822, 5.8967, -0.8137], [4.9934, 4.8716, 0.3501], [4.9033, 4.5740, -1.2792], [7.5610, 4.5185, 0.2484], [7.6380, 2.0271, -0.1971], [6.0495, 2.1328, -0.5588], [5.2182, 0.9572, 1.3849], [5.8527, 1.2655, 2.9818], [6.8610, 0.4967, 1.8529], [8.2571, 3.2463, -1.6608], [8.0827, 4.8080, -1.7920], [-2.6062, -2.3425, -6.3765], [-3.9033, -1.6400, -6.0554], [-4.2497, -1.6037, -4.5357], [-4.5846, -2.8801, -4.0318], [-5.2698, -2.8987, -2.7545], [-3.9148, -0.3692, -6.7520], [-1.8427, -1.9265, -5.7191], [-2.3920, -2.2063, -7.4365], [-2.7521, -3.4118, -6.2233], [-4.7062, -2.1709, -6.5669], [-5.1182, -0.9481, -4.4715], [-3.5466, -1.0606, -3.9043], [-6.3575, -2.8418, -2.7965], [-5.0231, -2.0852, -2.0723], [-4.9908, -3.7879, -2.1891], [-4.7138, 0.1724, -6.4547], [-3.1052, 0.1941, -6.5347], [7.2162, -3.2776, 1.5062], [7.2102, -3.7313, 0.0837], [6.4579, -2.9246, -0.8804], [5.0774, -2.9176, -0.5455], [4.5060, -1.6565, -0.8088], [8.5355, -4.0486, -0.3728], [7.8103, -3.9740, 2.0981], [6.2030, -3.1520, 1.8880], [7.7261, -2.3209, 1.6192], [6.7216, -4.7055, 0.1015], [6.4970, -3.3293, -1.8918], [6.9168, -1.9400, -0.9699], [3.4338, -1.6551, -0.6124], [4.6444, -1.4973, -1.8782], [5.0066, -0.8635, -0.2534], [8.9226, -4.6446, 0.3448], [8.4141, -4.6675, -1.1617], [2.4556, 3.6486, 3.0124], [1.4330, 3.5642, 4.1920], [0.0823, 4.3219, 3.9841], [0.3573, 5.7684, 4.0293], [-0.7549, 6.4931, 3.4695], [1.2400, 2.1756, 4.4793], [2.0981, 3.3892, 2.0159], [3.4425, 3.2461, 3.2405], [2.7219, 4.7032, 2.9417], [1.9488, 3.9414, 5.0750], [-0.5674, 4.1100, 4.8332], [-0.3078, 4.0539, 3.0022], [-0.7830, 6.2949, 2.3981], [-0.4516, 7.5268, 3.6358], [-1.6406, 6.2279, 4.0469], [0.6737, 2.2103, 5.3149], [0.5789, 1.7494, 3.8458], [-4.7749, 2.4366, 1.1163], [-4.6772, 3.8647, 1.7865], [-3.2245, 4.2801, 2.2581], [-2.7249, 3.2140, 3.1016], [-3.1088, 3.2140, 4.4494], [-5.1908, 4.7217, 0.7753], [-5.8342, 2.2028, 1.0101], [-4.4306, 1.6603, 1.7997], [-4.3452, 2.3558, 0.1178], [-5.4006, 3.9091, 2.6006], [-3.1630, 5.3034, 2.6284], [-2.6098, 4.2791, 1.3580], [-2.8185, 4.0953, 5.0215], [-2.6266, 2.3025, 4.8026], [-4.1782, 3.0102, 4.5034], [-5.2174, 5.6172, 1.2418], [-4.4793, 4.6881, 0.0592], [0.1802, 1.9830, -9.4028], [1.0922, 0.7958, -9.3779], [1.2998, 0.1483, -7.9563], [1.8854, 1.0509, -7.0794], [3.3315, 1.2240, -7.1592], [0.5464, -0.1961, -10.2814], [0.0866, 2.3372, -10.4293], [0.4932, 2.8323, -8.7955], [-0.8210, 1.8379, -8.9970], [2.0510, 1.1323, -9.7722], [1.8507, -0.7921, -7.9451], [0.2854, -0.0684, -7.6214], [3.6714, 1.8959, -6.3712], [3.7685, 1.5748, -8.0942], [3.7449, 0.2194, -7.0688], [-0.3696, -0.3610, -9.8892], [1.0063, -1.0598, -10.0312], [-1.0936, 1.0039, -5.0583], [-0.5794, 0.3297, -3.8048], [0.6017, -0.6570, -4.0470], [0.3287, -1.7304, -4.9586], [1.5110, -2.4525, -5.2676], [-0.3556, 1.3926, -2.8425], [-1.8212, 1.7706, -4.7921], [-1.5414, 0.3113, -5.7709], [-0.2435, 1.4953, -5.5317], [-1.3715, -0.3230, -3.4376], [0.9406, -1.1438, -3.1325], [1.5184, -0.1578, -4.3613], [2.2554, -1.8136, -5.7426], [1.2623, -3.1961, -6.0248], [1.9922, -2.8354, -4.3676], [-0.0751, 0.8720, -2.0237], [0.4693, 1.9051, -3.1201], [-7.8470, -0.9481, 2.0157], [-8.0689, -1.1889, 3.5589], [-8.2206, 0.1092, 4.3989], [-7.0545, 0.8303, 4.4730], [-7.3728, 2.1447, 4.8624], [-9.3374, -1.9690, 3.6863], [-7.6249, -1.8864, 1.5075], [-6.8960, -0.4326, 1.8818], [-8.6251, -0.4012, 1.4831], [-7.3214, -1.8241, 4.0340], [-8.5248, -0.1563, 5.4114], [-9.0016, 0.6751, 3.8912], [-6.4422, 2.6677, 4.6417], [-7.6461, 2.2216, 5.9148], [-8.2110, 2.6204, 4.3533], [-9.8603, -1.9076, 4.5482], [-9.1158, -2.9496, 3.5894], [-1.5117, 0.7177, 0.3610], [-0.3514, 0.6485, 1.3073], [0.8625, 1.4043, 0.7169], [1.3660, 0.7514, -0.5231], [2.5243, 1.4373, -1.0284], [-0.8170, 1.0636, 2.6325], [-1.6619, 1.7031, -0.0800], [-2.5192, 0.5136, 0.7234], [-1.3864, -0.0354, -0.4170], [0.0152, -0.3728, 1.4110], [1.6756, 1.2992, 1.4352], [0.6118, 2.4423, 0.4986], [2.6153, 0.9739, -2.0108], [3.4687, 1.2929, -0.5037], [2.3430, 2.5039, -1.1610], [-1.5728, 0.4368, 2.8690], [-1.1702, 2.0086, 2.6804], [-0.2565, -2.8018, -0.3682], [0.1135, -3.8913, -1.3995], [-0.9089, -4.0489, -2.6371], [-0.6185, -5.2966, -3.2573], [-1.2590, -5.4343, -4.5195], [1.4608, -3.6988, -1.9649], [-0.2318, -1.8390, -0.8785], [0.4426, -2.9103, 0.4610], [-1.3091, -2.9245, -0.1127], [0.0889, -4.8537, -0.8883], [-0.6738, -3.1962, -3.2741], [-1.9289, -3.8734, -2.2953], [-0.9592, -4.6422, -5.2057], [-2.3143, -5.3369, -4.2647], [-1.1321, -6.4518, -4.8892], [1.4346, -4.3695, -2.7195], [1.5950, -2.8133, -2.4318], [-6.3798, -5.6738, 0.4564], [-4.9656, -5.4020, 0.9857], [-4.6582, -3.9097, 1.3156], [-4.6979, -2.9664, 0.2538], [-4.1595, -1.7158, 0.6463], [-4.6853, -6.2768, 2.1637], [-6.6384, -6.7324, 0.4803], [-6.4683, -5.2874, -0.5590], [-7.0928, -5.0484, 0.9935], [-4.2100, -5.6892, 0.2544], [-3.6791, -3.8770, 1.7934], [-5.3699, -3.6434, 2.0970], [-4.2374, -0.8851, -0.0551], [-3.0943, -1.8634, 0.8241], [-4.5741, -1.2975, 1.5635], [-3.7301, -6.1597, 2.4705], [-4.6557, -7.2430, 1.8709], [-2.3322, 6.3714, -2.0668], [-1.2941, 5.2701, -2.2250], [-0.3778, 5.0398, -0.9776], [0.1719, 6.3115, -0.5959], [1.1730, 6.2333, 0.3296], [-2.0252, 4.0499, -2.5392], [-1.9028, 7.3558, -1.8806], [-3.0097, 6.1035, -1.2560], [-2.8970, 6.4544, -2.9954], [-0.5382, 5.6111, -2.9324], [0.3418, 4.2837, -1.2915], [-0.9398, 4.6422, -0.1325], [0.9189, 5.6547, 1.2176], [1.3652, 7.2718, 0.5995], [2.0284, 5.7894, -0.1796], [-1.4073, 3.2513, -2.5185], [-2.4880, 4.1363, -3.4328], [2.5237, 4.9703, -3.3585], [1.8237, 3.9108, -4.2535], [1.8621, 4.2469, -5.7247], [0.8146, 5.1827, -6.0144], [0.9790, 5.7666, -7.2785], [2.4287, 2.6221, -3.9600], [2.5698, 4.6698, -2.3118], [1.9561, 5.9009, -3.3660], [3.4463, 5.3071, -3.8312], [0.7800, 3.7505, -3.9830], [1.5789, 3.3495, -6.2747], [2.8245, 4.6564, -6.0318], [0.9791, 5.0982, -8.1395], [1.8284, 6.4390, -7.3997], [0.1012, 6.4062, -7.3703], [3.4250, 2.7804, -3.9104], [2.4081, 1.9532, -4.7165], [5.0068, -0.4427, -4.0619], [5.8446, 0.4900, -3.1867], [7.3070, 0.1916, -3.4306], [8.1552, 0.8099, -2.4788], [9.4901, 0.7316, -2.8634], [5.5648, 1.9277, -3.5741], [5.2398, -1.4813, -3.8269], [5.3823, -0.5128, -5.0828], [3.9219, -0.3371, -4.0561], [5.7286, 0.3397, -2.1134], [7.5431, 0.5884, -4.4180], [7.4813, -0.8792, -3.5356], [9.7765, 1.2321, -3.7884], [9.6612, -0.3258, -3.0650], [10.2275, 0.9731, -2.0979], [6.1195, 2.1704, -4.3825], [6.0360, 2.5215, -2.9067], [3.8090, -7.4188, 0.9007], [2.8903, -6.1725, 0.7851], [3.0760, -5.0632, 1.9137], [2.7699, -5.7455, 3.1998], [2.4810, -4.8963, 4.3222], [3.1787, -5.5417, -0.4980], [3.6428, -7.8347, 1.8944], [4.8319, -7.0425, 0.8915], [3.6545, -8.1260, 0.0858], [1.8413, -6.4682, 0.7646], [2.4427, -4.1762, 1.9066], [4.1375, -4.8193, 1.9570], [3.3744, -4.3465, 4.6185], [2.3378, -5.4981, 5.2197], [1.5899, -4.2981, 4.1321], [3.9212, -4.8659, -0.3873], [2.4116, -4.9186, -0.7061], [3.1502, -0.9820, 3.1993], [3.3665, -1.1772, 4.7658], [4.7713, -0.6764, 5.1878], [5.8762, -1.3487, 4.5302], [7.1753, -0.8460, 4.8028], [2.2797, -0.4928, 5.4523], [2.1945, -1.4637, 2.9924], [3.9431, -1.3484, 2.5473], [3.0119, 0.0344, 2.8306], [3.2952, -2.2384, 5.0041], [4.8191, -0.6581, 6.2766], [4.8500, 0.3935, 4.9951], [7.9725, -1.2054, 4.1522], [7.6566, -0.9787, 5.7718], [7.2891, 0.1735, 4.4342], [1.4248, -0.9862, 5.2382], [2.1701, 0.4250, 5.0451], [-0.5063, -7.1262, 6.0365], [-1.4413, -6.8365, 4.8902], [-0.8012, -6.8865, 3.4664], [-1.8488, -6.3407, 2.6678], [-1.4011, -5.9059, 1.4386], [-2.5499, -7.6783, 4.9130], [0.3385, -6.4493, 5.9087], [-0.1583, -8.1586, 6.0704], [-0.9069, -7.0112, 7.0436], [-1.8566, -5.8643, 5.1557], [-0.4901, -7.8817, 3.1488], [0.0922, -6.2630, 3.5008], [-2.1218, -5.4019, 0.7947], [-1.0661, -6.7383, 0.8197], [-0.6417, -5.1287, 1.5237], [-3.0955, -7.3478, 5.6961], [-3.0708, -7.3689, 4.1049], [-1.0328, -3.1707, 3.4139], [-0.9114, -2.3366, 4.6775], [-2.1970, -1.6739, 5.1720], [-2.8065, -0.8198, 4.2380], [-4.2325, -0.5962, 4.5199], [-0.3454, -3.2682, 5.6644], [-1.3361, -2.4664, 2.6392], [-1.8014, -3.9303, 3.5562], [-0.0654, -3.5817, 3.1252], [-0.1246, -1.6150, 4.4577], [-2.0559, -1.0995, 6.0876], [-2.8992, -2.4482, 5.4809], [-4.5970, 0.2836, 3.9896], [-4.3977, -0.4145, 5.5819], [-4.8317, -1.3652, 4.0323], [-0.9790, -3.9840, 5.9906], [-0.0986, -2.7591, 6.5011], [-5.3853, 1.8923, -2.6403], [-5.0524, 2.5022, -4.0319], [-6.2019, 2.3440, -5.0684], [-6.0406, 1.0799, -5.7576], [-7.1192, 0.7012, -6.5449], [-4.7128, 3.8735, -3.9260], [-4.5124, 1.8384, -1.9897], [-5.9069, 0.9357, -2.6690], [-6.1441, 2.5785, -2.2641], [-4.1436, 1.9962, -4.3576], [-6.1254, 3.0309, -5.9113], [-7.1380, 2.4972, -4.5314], [-7.3397, 1.2638, -7.4522], [-8.0482, 0.5183, -6.0050], [-6.8658, -0.2621, -6.9875], [-4.2143, 4.0513, -3.0658], [-4.0918, 4.0554, -4.7015]],
  "max_force_ev_per_a": 3.47,
  "energy_ev": -157264.492,
  "homo_ev": -8.46,
  "relative_energy_kj_mol": 577.0
}